[1]
Molecular formula: C6H12NOS
Method: DFT, the ωB97M-V functional and the def2-TZVPD basis

Results
<S²>: 2.0096
HOMO-LUMO gap (spin up / spin down) (eV): 7.88 / 5.13
Energy above the lowest of the compared OMol25 structures with the same formula, charge and spin (kcal/mol): 40.73
Multiplicity: 3
Charge: +1
Lowest unoccupied orbital energy (spin up / spin down) (eV): -2.85 / -8.83

CARTESIAN COORDINATES (ANGSTROEM)
C (0.62, 1.49, -2.49)
C (0.32, 0.07, -2.81)
C (-0.27, 0.69, -1.57)
C (-0.63, -0.37, 2.71)
C (0.08, -2.45, 1.81)
C (0.30, 0.40, -0.23)
N (-0.27, -1.23, 1.62)
O (-0.46, -0.74, 0.36)
S (0.36, 1.89, 0.82)
H (1.61, 1.74, -2.13)
H (0.17, 2.28, -3.08)
H (-0.36, -0.14, -3.62)
H (1.10, -0.66, -2.69)
H (-1.33, 0.91, -1.56)
H (-1.62, 0.05, 2.52)
H (0.07, 0.47, 2.76)
H (-0.63, -0.91, 3.65)
H (0.31, -3.08, 0.96)
H (0.10, -2.87, 2.81)
H (1.35, 0.07, -0.30)
H (-0.82, 2.39, 0.46)

***

[2]
Molecular formula: C4H7BO2
Method: DFT, the ωB97M-V functional and the def2-TZVPD basis

Results
HOMO-LUMO gap (eV): 10.40
Energy above the lowest of the compared OMol25 structures with the same formula, charge and spin (kcal/mol): 19.05
Multiplicity: 1
Charge: 0
Lowest unoccupied orbital energy (eV): 0.47

CARTESIAN COORDINATES (ANGSTROEM)
B (0.43, 0.56, -0.02)
C (-1.85, 0.07, 0.03)
C (0.56, -1.01, -0.15)
C (-1.36, -1.34, 0.14)
C (1.63, 1.59, 0.01)
O (-3.00, 0.39, -0.10)
O (-0.86, 0.99, 0.06)
H (0.72, -1.40, -1.15)
H (1.09, -1.59, 0.59)
H (-1.44, -1.77, 1.13)
H (-1.74, -1.99, -0.63)
H (2.23, 1.45, 0.91)
H (1.28, 2.62, 0.00)
H (2.30, 1.43, -0.83)

***

[3]
Molecular formula: C11H19AlFO4
Method: DFT, the ωB97M-V functional and the def2-TZVPD basis

Results
HOMO-LUMO gap (eV): 6.13
Energy above the lowest of the compared OMol25 structures with the same formula, charge and spin (kcal/mol): 81.25
Multiplicity: 1
Charge: -1
Lowest unoccupied orbital energy (eV): 1.20

CARTESIAN COORDINATES (ANGSTROEM)
C (-2.36, -5.59, -0.58)
C (-1.82, -4.45, -1.28)
C (-1.29, -3.18, -0.45)
O (-1.87, -2.12, -0.66)
O (-0.26, -3.41, 0.48)
C (0.39, -2.19, 0.92)
C (1.59, -1.72, -0.06)
C (1.51, -0.14, -0.42)
C (0.68, -0.04, -1.79)
C (-0.34, 1.20, -1.86)
C (0.08, 2.46, -0.96)
Al (-0.90, 2.45, 0.86)
O (0.30, 2.11, 2.28)
C (1.04, 3.32, 2.53)
C (0.29, 4.53, 1.76)
F (0.34, 5.83, 2.44)
O (-1.08, 4.25, 1.43)
H (-3.49, -5.78, -0.51)
H (-1.64, -6.33, -0.10)
H (-1.79, -4.40, -2.42)
H (-0.32, -1.33, 1.15)
H (0.90, -2.44, 1.91)
H (2.58, -1.83, 0.53)
H (1.70, -2.37, -0.99)
H (1.01, 0.36, 0.47)
H (2.54, 0.33, -0.55)
H (0.07, -1.01, -1.88)
H (1.41, -0.08, -2.68)
H (-1.43, 0.90, -1.64)
H (-0.35, 1.54, -2.96)
H (-0.27, 3.39, -1.51)
H (1.21, 2.56, -0.82)
H (-2.26, 1.60, 0.89)
H (1.01, 3.60, 3.63)
H (2.10, 3.23, 2.11)
H (0.73, 4.77, 0.73)

***

[4]
Molecular formula: C25H21F3N4O2Rh
Method: DFT, the ωB97M-V functional and the def2-TZVPD basis

Results
HOMO-LUMO gap (eV): 6.85
Energy above the lowest of the compared OMol25 structures with the same formula, charge and spin (kcal/mol): 10.83
Multiplicity: 1
Charge: -1
Lowest unoccupied orbital energy (eV): 2.21

CARTESIAN COORDINATES (ANGSTROEM)
Rh (0.76, 0.10, -0.33)
C (-1.05, 1.16, 5.24)
C (-0.84, 2.41, 4.67)
C (-0.70, 2.54, 3.30)
C (-0.78, 1.40, 2.50)
C (-0.98, 0.15, 3.06)
C (-1.12, 0.03, 4.43)
N (-0.62, 1.45, 1.09)
N (-0.89, 2.55, 0.56)
C (-0.64, 2.61, -0.82)
C (-1.19, 3.72, -1.48)
C (-1.06, 3.84, -2.84)
C (-0.38, 2.84, -3.54)
C (0.18, 1.76, -2.88)
C (0.10, 1.61, -1.49)
H (-1.14, 1.06, 6.31)
H (-0.77, 3.29, 5.30)
H (-0.53, 3.50, 2.84)
H (-1.04, -0.72, 2.41)
H (-1.29, -0.95, 4.87)
H (-1.72, 4.45, -0.88)
H (-1.50, 4.68, -3.36)
H (-0.29, 2.91, -4.62)
H (0.68, 1.00, -3.46)
C (3.25, 0.50, 3.26)
C (2.31, 0.12, 2.15)
N (2.02, 0.92, 1.18)
O (2.71, 2.13, 1.16)
C (1.67, -1.17, 2.17)
C (1.79, -2.10, 3.34)
N (0.90, -1.46, 1.14)
O (0.17, -2.49, 1.17)
H (3.64, 1.51, 3.12)
H (4.08, -0.20, 3.29)
H (2.73, 0.44, 4.21)
H (2.55, 2.44, 0.26)
H (2.82, -2.17, 3.70)
H (1.45, -3.09, 3.02)
H (1.16, -1.80, 4.18)
F (2.35, -0.50, -2.69)
C (2.41, -0.02, -1.42)
F (3.37, -0.77, -0.81)
F (3.01, 1.22, -1.57)
C (-0.24, -1.01, -1.60)
C (-0.85, -1.70, -2.38)
C (-1.58, -2.53, -3.29)
C (-1.06, -3.76, -3.72)
C (-1.77, -4.55, -4.60)
C (-3.00, -4.15, -5.09)
C (-3.52, -2.93, -4.68)
C (-2.82, -2.13, -3.79)
H (-0.10, -4.07, -3.34)
H (-1.35, -5.50, -4.92)
H (-3.56, -4.77, -5.78)
H (-4.49, -2.60, -5.05)
H (-3.23, -1.17, -3.47)

***

[5]
Molecular formula: C22H21BrN7O4W
Method: DFT, the ωB97M-V functional and the def2-TZVPD basis

Results
HOMO-LUMO gap (eV): 4.33
Energy above the lowest of the compared OMol25 structures with the same formula, charge and spin (kcal/mol): 0.00
Multiplicity: 1
Charge: +3
Lowest unoccupied orbital energy (eV): -11.72

CARTESIAN COORDINATES (ANGSTROEM)
W (-0.20, 0.59, 0.06)
O (-0.68, -4.37, -2.46)
C (-0.23, -3.50, -3.38)
C (0.09, -4.02, -4.62)
C (0.56, -3.20, -5.62)
C (0.72, -1.81, -5.42)
C (0.41, -1.28, -4.22)
C (-0.07, -2.11, -3.15)
C (-0.35, -1.51, -1.90)
O (-0.10, -0.19, -1.74)
N (-0.81, -2.19, -0.86)
N (-0.78, -1.42, 0.27)
C (-0.93, -1.95, 1.42)
C (-0.74, -1.04, 2.55)
C (-0.86, -1.41, 3.86)
C (-0.64, -0.44, 4.85)
C (-0.33, 0.85, 4.47)
C (-0.24, 1.15, 3.12)
N (-0.42, 0.22, 2.18)
H (-0.83, -3.92, -1.62)
H (-0.03, -5.09, -4.77)
H (0.81, -3.63, -6.58)
H (1.09, -1.19, -6.22)
H (0.54, -0.22, -4.04)
H (-1.14, -3.01, 1.52)
H (-1.11, -2.43, 4.12)
H (-0.71, -0.70, 5.90)
H (-0.16, 1.63, 5.20)
H (-0.01, 2.15, 2.79)
O (3.07, 5.06, -0.49)
C (2.14, 4.16, -0.67)
C (1.45, 4.00, -1.92)
C (0.51, 3.02, -2.06)
N (0.25, 2.26, -0.97)
C (0.88, 2.40, 0.19)
Br (2.07, -0.36, 0.33)
C (1.86, 3.31, 0.41)
H (3.26, 5.60, -1.26)
H (1.69, 4.63, -2.77)
H (-0.03, 2.84, -2.98)
H (2.40, 3.41, 1.34)
C (-6.10, 0.96, -1.25)
N (-4.69, 1.06, -0.85)
C (-4.18, 1.98, 0.17)
C (-2.74, 1.57, 0.16)
O (-1.76, 1.96, 0.85)
N (-2.49, 0.64, -0.73)
C (-3.70, 0.30, -1.31)
N (-3.82, -0.65, -2.20)
H (-6.63, 1.82, -0.85)
H (-6.55, 0.05, -0.85)
H (-6.18, 0.99, -2.33)
H (-4.64, 1.81, 1.15)
H (-4.32, 3.03, -0.10)
H (-3.01, -1.17, -2.51)
H (-4.71, -0.88, -2.62)

***

[6]
Molecular formula: C45H113N7O15
Method: DFT, the ωB97M-V functional and the def2-TZVPD basis

Results
HOMO-LUMO gap (eV): 9.24
Energy above the lowest of the compared OMol25 structures with the same formula, charge and spin (kcal/mol): 50.94
Multiplicity: 1
Charge: 0
SMILES: COCCNCCOC.COCCNCCOC.COCCNCCOC.COCCNCCOC.COCCNCCOC.COCCNCCOC.COCCNCCOC.CC(C)O
Lowest unoccupied orbital energy (eV): 0.73

CARTESIAN COORDINATES (ANGSTROEM)
C (3.38, -4.13, -8.25)
O (2.70, -3.00, -7.83)
C (1.38, -3.38, -7.77)
C (0.60, -2.34, -7.00)
N (1.10, -2.31, -5.60)
C (0.82, -1.10, -4.83)
C (-0.64, -1.10, -4.43)
O (-0.98, -0.04, -3.53)
C (-1.09, 1.20, -4.23)
H (4.40, -3.84, -8.45)
H (2.89, -4.57, -9.12)
H (3.41, -4.84, -7.45)
H (1.37, -4.30, -7.17)
H (0.91, -3.60, -8.73)
H (-0.46, -2.64, -7.05)
H (0.75, -1.37, -7.45)
H (2.09, -2.51, -5.53)
H (1.04, -0.19, -5.44)
H (1.41, -1.10, -3.92)
H (-0.80, -2.02, -3.84)
H (-1.25, -1.09, -5.32)
H (-1.98, 1.22, -4.89)
H (-0.26, 1.43, -4.88)
H (-1.18, 1.92, -3.40)
C (3.27, 2.39, 2.10)
O (2.48, 2.90, 3.18)
C (1.60, 1.87, 3.62)
C (0.61, 2.42, 4.65)
N (-0.25, 3.36, 3.97)
C (-1.43, 3.87, 4.69)
C (-1.09, 4.80, 5.81)
O (-0.51, 4.08, 6.89)
C (-0.34, 4.93, 8.03)
H (3.47, 1.35, 2.36)
H (4.22, 2.92, 2.20)
H (2.79, 2.42, 1.10)
H (2.18, 1.10, 4.12)
H (1.06, 1.46, 2.75)
H (1.14, 2.87, 5.51)
H (-0.07, 1.64, 5.00)
H (0.30, 4.21, 3.77)
H (-1.94, 3.00, 5.14)
H (-2.11, 4.23, 3.91)
H (-1.89, 5.48, 6.14)
H (-0.31, 5.48, 5.43)
H (0.05, 5.93, 7.84)
H (0.40, 4.41, 8.67)
H (-1.33, 5.05, 8.50)
C (-3.24, 9.85, -1.05)
O (-2.82, 8.88, -0.11)
C (-3.76, 7.89, 0.18)
C (-3.18, 6.92, 1.18)
N (-2.12, 6.15, 0.50)
C (-1.42, 5.21, 1.31)
C (-0.17, 4.65, 0.68)
O (0.74, 5.68, 0.38)
C (2.09, 5.18, 0.27)
H (-3.43, 9.40, -2.03)
H (-2.42, 10.58, -1.20)
H (-4.13, 10.37, -0.70)
H (-4.11, 7.34, -0.70)
H (-4.65, 8.43, 0.60)
H (-3.98, 6.21, 1.40)
H (-2.94, 7.35, 2.14)
H (-1.47, 6.84, 0.19)
H (-2.09, 4.43, 1.64)
H (-1.17, 5.59, 2.31)
H (-0.53, 4.15, -0.26)
H (0.20, 3.86, 1.33)
H (2.76, 6.03, -0.06)
H (2.14, 4.41, -0.51)
H (2.49, 4.73, 1.17)
C (-5.53, -6.02, 1.12)
O (-4.99, -5.05, 0.27)
C (-5.67, -5.05, -1.01)
C (-4.74, -4.34, -1.99)
N (-3.36, -4.88, -1.81)
C (-2.34, -4.04, -2.40)
C (-0.96, -4.35, -1.80)
O (-0.97, -4.07, -0.40)
C (0.01, -4.93, 0.28)
H (-5.44, -7.07, 0.70)
H (-6.58, -5.76, 1.31)
H (-5.01, -5.99, 2.07)
H (-6.58, -4.44, -1.02)
H (-5.83, -6.05, -1.36)
H (-4.71, -3.23, -1.85)
H (-5.13, -4.63, -2.97)
H (-3.18, -5.00, -0.83)
H (-2.50, -2.95, -2.27)
H (-2.24, -4.28, -3.46)
H (-0.17, -3.80, -2.24)
H (-0.80, -5.43, -1.83)
H (1.06, -4.80, -0.02)
H (-0.27, -5.96, 0.02)
H (-0.23, -4.72, 1.30)
C (1.56, 4.41, -4.02)
O (2.26, 3.17, -4.37)
C (3.06, 2.66, -3.33)
C (3.76, 1.36, -3.76)
N (4.48, 0.79, -2.64)
C (4.91, -0.61, -2.96)
C (5.49, -1.25, -1.71)
O (5.98, -2.52, -2.09)
C (6.65, -3.27, -1.05)
H (2.28, 5.14, -3.59)
H (0.86, 4.20, -3.20)
H (1.08, 4.77, -4.91)
H (2.42, 2.49, -2.48)
H (3.81, 3.37, -2.97)
H (4.41, 1.51, -4.62)
H (3.04, 0.64, -3.99)
H (5.31, 1.31, -2.40)
H (5.64, -0.65, -3.79)
H (4.02, -1.09, -3.34)
H (4.69, -1.35, -0.98)
H (6.32, -0.61, -1.33)
H (7.70, -2.97, -1.02)
H (6.50, -4.31, -1.26)
H (6.12, -3.06, -0.09)
C (-0.05, -2.95, 3.43)
O (0.76, -2.90, 2.29)
C (2.07, -2.34, 2.41)
C (2.98, -3.06, 1.43)
N (3.45, -4.28, 1.99)
C (4.42, -5.02, 1.15)
C (4.61, -6.48, 1.72)
O (5.75, -6.98, 1.10)
C (5.84, -8.43, 1.00)
H (0.39, -3.41, 4.32)
H (-1.03, -3.40, 3.20)
H (-0.19, -1.93, 3.72)
H (2.41, -2.57, 3.42)
H (2.01, -1.25, 2.36)
H (3.80, -2.37, 1.17)
H (2.46, -3.24, 0.51)
H (3.76, -4.16, 2.94)
H (5.40, -4.63, 1.11)
H (4.02, -5.06, 0.13)
H (3.75, -7.11, 1.52)
H (4.68, -6.37, 2.82)
H (4.90, -8.90, 0.70)
H (6.15, -8.93, 1.92)
H (6.61, -8.57, 0.23)
C (-3.13, -2.12, 1.23)
O (-2.98, -1.25, 2.29)
C (-2.43, -0.02, 1.82)
C (-2.77, 1.10, 2.75)
N (-4.21, 1.38, 2.57)
C (-4.76, 2.14, 3.68)
C (-6.25, 2.15, 3.53)
O (-6.83, 2.75, 4.68)
C (-8.10, 2.24, 4.88)
H (-3.40, -3.08, 1.60)
H (-2.16, -2.19, 0.69)
H (-3.92, -1.79, 0.58)
H (-2.82, 0.19, 0.81)
H (-1.33, -0.17, 1.67)
H (-2.23, 2.02, 2.49)
H (-2.56, 0.86, 3.84)
H (-4.69, 0.46, 2.56)
H (-4.30, 3.15, 3.65)
H (-4.56, 1.68, 4.66)
H (-6.55, 1.04, 3.50)
H (-6.57, 2.62, 2.56)
H (-8.29, 1.26, 4.45)
H (-8.92, 2.91, 4.60)
H (-8.22, 2.22, 5.96)
C (0.95, -1.42, -1.02)
C (1.28, 0.09, -1.06)
C (0.16, 0.95, -0.51)
O (2.41, 0.30, -0.20)
H (0.86, -1.68, 0.03)
H (1.81, -1.99, -1.38)
H (0.11, -1.74, -1.61)
H (1.56, 0.42, -2.06)
H (-0.76, 0.93, -1.09)
H (0.55, 1.97, -0.59)
H (-0.05, 0.84, 0.56)
H (3.29, 0.26, -0.61)

***

[7]
Molecular formula: C17H26N10O2Ti
Method: DFT, the ωB97M-V functional and the def2-TZVPD basis

Results
<S²>: 0.7625
HOMO-LUMO gap (spin up / spin down) (eV): 6.26 / 5.47
Energy above the lowest of the compared OMol25 structures with the same formula, charge and spin (kcal/mol): 36.49
Multiplicity: 2
Charge: +3
Lowest unoccupied orbital energy (spin up / spin down) (eV): -10.40 / -11.20

CARTESIAN COORDINATES (ANGSTROEM)
Ti (0.11, -0.24, -0.33)
N (-2.62, 0.19, 1.99)
N (-3.47, -0.61, 1.20)
C (-3.11, -0.97, -0.04)
N (-3.91, -1.74, -0.76)
N (-1.95, -0.45, -0.49)
N (-1.36, -0.97, -1.56)
O (-1.55, -2.10, -1.97)
O (-0.45, -0.21, -2.05)
H (-2.42, -0.29, 2.87)
H (-3.11, 1.05, 2.24)
H (-4.40, -0.87, 1.54)
H (-4.81, -2.03, -0.42)
H (-3.60, -2.12, -1.65)
N (1.60, -2.08, -1.35)
C (2.56, -1.38, -0.60)
C (3.93, -1.65, -0.70)
C (4.80, -1.01, 0.17)
C (4.28, -0.14, 1.13)
C (2.92, 0.08, 1.15)
N (2.05, -0.49, 0.28)
C (0.63, -2.80, -0.62)
C (0.33, -4.14, -0.90)
C (-0.60, -4.78, -0.10)
C (-1.15, -4.09, 0.98)
C (-0.82, -2.77, 1.18)
N (0.04, -2.12, 0.37)
H (2.00, -2.61, -2.13)
H (4.29, -2.37, -1.42)
H (5.86, -1.21, 0.12)
H (4.92, 0.35, 1.84)
H (2.49, 0.72, 1.92)
H (0.79, -4.65, -1.73)
H (-0.86, -5.81, -0.29)
H (-1.83, -4.59, 1.66)
H (-1.21, -2.19, 2.01)
C (-0.07, 2.21, 1.19)
C (0.22, 3.75, 1.22)
N (0.06, 4.25, -0.12)
C (-1.23, 3.92, -0.65)
C (-1.26, 2.38, -0.88)
N (-0.08, 1.76, -0.22)
C (1.13, 2.23, -0.94)
C (1.11, 3.80, -0.98)
H (-1.05, 1.99, 1.62)
H (0.70, 1.67, 1.76)
H (1.23, 3.97, 1.56)
H (-0.48, 4.26, 1.88)
H (-1.39, 4.45, -1.59)
H (-2.00, 4.24, 0.05)
H (-1.21, 2.15, -1.96)
H (-2.17, 1.95, -0.47)
H (1.12, 1.82, -1.96)
H (2.04, 1.91, -0.41)
H (0.93, 4.17, -2.00)
H (2.06, 4.21, -0.64)